Computed, not measured: 4 unconnected molecules or ions with the total composition C2H14N2O3 at a distorted geometry, with the ωB97M-V functional and the def2-TZVPD basis.

Its HOMO energy is -9.02 eV. As for the orbital gap: 9.573 eV. The value obtained for the total energy is -419.79801 Eh. The charge is 0. As for the SMILES: NCCN.O.O.O. The calculation puts the relative energy (zero: lowest compared OMol25 entry of this formula, charge and spin) at 110.1 kJ/mol.

Last column: Löwdin charge in e.
Element x y z (Å)
N (0.443254, -0.570456, 0.222339)  -0.02
C (-0.221072, -0.000225, 1.387611)  -0.31
C (0.190714, 1.440779, 1.604252)  -0.30
N (-0.789435, 2.309058, 2.231389)  -0.01
H (0.123403, -1.508048, 0.026600)  0.06
H (1.444106, -0.619006, 0.369678)  0.06
H (0.004312, -0.585124, 2.295159)  0.10
H (-1.292331, -0.159365, 1.335258)  0.10
H (1.119513, 1.496708, 2.169251)  0.10
H (0.415093, 1.865859, 0.620572)  0.11
H (-1.581664, 2.570532, 1.669684)  0.06
H (-1.094792, 1.962880, 3.132221)  0.07
O (-2.231455, 5.367134, 2.149036)  -0.07
H (-1.506273, 5.106641, 1.566301)  0.02
H (-1.855173, 5.234563, 3.028270)  0.03
O (-1.190861, -4.714106, -3.441642)  -0.07
H (-0.863701, -4.471430, -4.313096)  0.03
H (-0.390730, -4.880418, -2.921372)  0.03
O (2.732037, -3.458038, -4.245124)  -0.07
H (3.230871, -3.578874, -5.067744)  0.04
H (3.314190, -2.809065, -3.818650)  0.04

Forces on atoms 1 to 2 (eV/Å):
N 0.0036 0.1592 -0.2914
C 0.3282 -1.1763 0.8469